(1)
The following is a quantum chemistry calculation of a structure of composition C22H25MnN3O3, from the OMol25 dataset.

The geometry in XYZ format:
```
54
Properties=species:S:1:pos:R:3
Mn -0.006 -0.013 0.006
C 0.431 -1.512 -2.722
N -0.678 -1.319 -1.777
C -1.115 -2.636 -1.255
C -0.027 -3.499 -0.620
C 0.643 -2.882 0.625
N -0.143 -1.755 1.070
C -0.631 -1.760 2.255
C -1.568 -0.801 2.768
C -1.959 -0.899 4.112
C -2.924 -0.076 4.640
C -3.532 0.863 3.794
C -3.177 0.975 2.473
C -2.168 0.156 1.908
O -1.861 0.275 0.655
C -1.830 -0.708 -2.510
C -2.085 0.767 -2.246
C -0.858 1.669 -2.344
N -0.170 1.725 -1.059
C 0.019 2.879 -0.535
C 0.676 3.170 0.713
C 1.003 4.514 0.968
C 1.685 4.891 2.097
C 2.047 3.897 3.020
C 1.719 2.581 2.816
C 1.010 2.166 1.660
O 0.681 0.924 1.536
H 0.141 -2.195 -3.531
H 1.302 -1.921 -2.217
H 0.718 -0.560 -3.161
H -1.555 -3.221 -2.076
H -1.902 -2.432 -0.529
H 0.735 -3.765 -1.354
H -0.518 -4.436 -0.350
H 1.647 -2.530 0.379
H 0.740 -3.636 1.413
H -0.367 -2.584 2.926
H -1.479 -1.644 4.738
H -3.213 -0.152 5.679
H -4.301 1.516 4.191
H -3.645 1.706 1.825
H -2.735 -1.256 -2.250
H -1.668 -0.868 -3.582
H -2.507 0.886 -1.250
H -2.838 1.098 -2.966
H -1.154 2.675 -2.656
H -0.156 1.299 -3.097
H -0.320 3.756 -1.094
H 0.707 5.263 0.241
H 1.937 5.927 2.273
H 2.593 4.173 3.914
H 1.983 1.816 3.534
O 2.896 0.436 -0.753
C 1.841 0.046 -0.602
```

The expectation value of S² is 0.77. The spin multiplicity is 2. The calculation puts the HOMO energy (alpha / beta) at -7.11 / -6.91 eV.

---

(2)
The following is a quantum chemistry calculation of an isolated molecule of C22H25N3O2S, from the OMol25 dataset.

The geometry in XYZ format:
```
53
Properties=species:S:1:pos:R:3
C -4.239 0.824 -3.550
C -4.382 -0.325 -2.563
C -3.470 -0.191 -1.378
N -2.641 0.765 -1.354
C -1.803 1.120 -0.332
C -0.486 1.466 -0.648
C 0.370 1.971 0.317
C 1.760 2.395 -0.033
O 2.181 3.504 0.233
N 2.514 1.498 -0.715
C 2.368 0.065 -0.746
C 3.468 -0.588 0.111
N 4.768 -0.162 -0.378
C 5.768 0.114 0.640
C 6.386 -1.169 1.209
O 6.953 -1.952 0.179
C 5.990 -2.285 -0.797
C 5.343 -1.028 -1.396
C -0.093 2.181 1.613
C -1.387 1.832 1.947
C -2.231 1.292 0.992
S -3.898 0.857 1.459
C -3.795 -0.869 1.002
C -3.949 -1.833 1.985
C -3.889 -3.174 1.653
C -3.665 -3.548 0.338
C -3.526 -2.586 -0.645
C -3.598 -1.231 -0.331
H -3.224 0.865 -3.935
H -4.451 1.769 -3.058
H -4.929 0.695 -4.380
H -4.176 -1.277 -3.060
H -5.408 -0.380 -2.187
H -0.157 1.346 -1.669
H 3.464 1.800 -0.902
H 2.455 -0.279 -1.782
H 1.386 -0.216 -0.362
H 3.332 -1.678 0.097
H 3.346 -0.245 1.141
H 5.321 0.709 1.438
H 6.558 0.703 0.166
H 7.200 -0.939 1.897
H 5.617 -1.753 1.742
H 6.519 -2.850 -1.565
H 5.217 -2.930 -0.348
H 4.570 -1.310 -2.112
H 6.112 -0.451 -1.919
H 0.566 2.617 2.348
H -1.757 1.978 2.950
H -4.119 -1.520 3.004
H -4.012 -3.924 2.419
H -3.607 -4.594 0.075
H -3.347 -2.885 -1.667
```

Its SMILES is CCC1=Nc2cc(C(=O)NCCN3CCOCC3)ccc2Sc2ccccc21. The calculation puts the HOMO energy at -8.41 eV.

---

(3)
The following is a quantum chemistry calculation of a structure of composition C22H25N3O3Sn, from the OMol25 dataset.

The geometry in XYZ format:
```
54
Properties=species:S:1:pos:R:3
C 0.116 -2.014 -4.292
C -0.648 -1.050 -5.148
H -0.222 -3.053 -4.481
H 1.193 -1.963 -4.577
C -0.715 0.295 -4.861
C -0.187 0.962 -3.751
H -0.644 0.669 -2.701
H -0.090 2.051 -3.863
C -1.336 -1.648 -6.353
H -1.236 -2.747 -6.351
H -0.925 -1.342 -7.326
H -2.423 -1.449 -6.426
C -1.357 1.164 -5.915
H -2.425 0.933 -6.028
H -0.874 1.068 -6.894
H -1.263 2.212 -5.619
Sn -1.156 -0.576 1.826
O -0.013 -0.848 -0.274
C 0.616 -0.111 -1.052
O 0.288 0.998 1.520
C 1.202 1.382 0.744
O 2.137 2.215 1.123
N 1.287 1.042 -0.598
C 3.023 2.464 -0.041
C 2.500 1.684 -1.205
H 4.013 2.115 0.262
H 2.980 3.545 -0.208
H 3.207 0.906 -1.510
H 2.250 2.320 -2.070
C 0.517 -0.336 -2.505
C 0.012 -1.726 -2.838
H 1.424 -0.051 -3.060
H 0.546 -2.496 -2.250
H -1.048 -1.806 -2.506
C -3.028 2.208 4.925
C -2.575 1.709 6.150
C -1.644 0.674 6.153
C -1.195 0.142 4.932
N -1.684 0.602 3.751
C -2.565 1.625 3.742
C -0.124 -0.864 4.825
C 0.613 -1.329 5.924
C 1.710 -2.163 5.722
C 2.053 -2.518 4.414
C 1.276 -2.055 3.353
N 0.199 -1.265 3.562
H -3.733 3.034 4.862
H -2.934 2.124 7.092
H -1.231 0.257 7.070
H -2.901 1.978 2.765
H 0.311 -1.004 6.914
H 2.293 -2.524 6.566
H 2.907 -3.143 4.191
H 1.504 -2.304 2.314
```

The net charge is +2. The calculation puts the HOMO energy at -11.96 eV.

---

Record order is preserved below.
DFT total energy: -2394.34428; -1566.26730; -1457.01538 a.u.